No. 1
# C4H5NO2

C4H5NO2 in the gas phase (ωB97M-V/def2-TZVPD, OMol25).

Geometry (Å):
O1 0.9705 -1.5053 0.1991
C1 0.8728 -0.4108 -0.7291
C2 0.6123 0.7547 0.2413
C3 -0.7717 1.2602 0.2631
N1 -0.4062 0.0877 1.0718
C4 -0.4148 -1.1800 0.2933
O2 -0.4501 -0.8323 -1.0953
H1 1.6253 -0.3572 -1.5129
H2 1.4447 1.2400 0.7415
H3 -1.3906 1.1056 -0.6140
H4 -0.9825 2.1506 0.8495
H5 -1.0844 -1.9631 0.6436

- Energy above the lowest of the compared OMol25 structures with the same formula, charge and spin: 81.5 kcal per mole
- Max |F|: 0.54 eV Å⁻¹
- Electronic energy: -9810.7824 eV
- Multiplicity: 1
- Charge: 0



No. 2
# C10H30N10O20

10 unconnected molecules or ions with the total composition C10H30N10O20 in a non-equilibrium geometry (ωB97M-V/def2-TZVPD, OMol25).

Geometry (Å):
C1 2.5705 3.7135 -6.9353
N1 2.8063 3.2956 -5.4989
O1 3.5082 2.2813 -5.3515
O2 2.3746 3.9454 -4.6170
H1 2.2458 4.7536 -6.9087
H2 1.8004 3.0625 -7.3491
H3 3.4857 3.6145 -7.5190
C2 2.2894 -1.7415 8.3053
N2 3.1876 -2.5897 7.5204
O3 4.3706 -2.5758 7.8601
O4 2.6577 -3.2349 6.6674
H4 1.5577 -2.4401 8.7114
H5 1.6857 -1.0777 7.6863
H6 2.8918 -1.2096 9.0417
C3 -2.7719 -4.7659 4.9671
N3 -3.6313 -5.3964 3.8478
O5 -3.4262 -6.5497 3.4453
O6 -4.5163 -4.6545 3.3661
H7 -3.3880 -4.8106 5.8651
H8 -2.5385 -3.7236 4.7498
H9 -1.8526 -5.3504 4.9306
C4 1.9073 -2.4884 -5.3951
N4 0.8805 -3.4943 -5.7523
O7 1.1705 -4.7086 -5.7937
O8 -0.1998 -3.0210 -6.0833
H10 2.3147 -2.0305 -6.2965
H11 2.7215 -2.8973 -4.7969
H12 1.4856 -1.6804 -4.7973
C5 -3.4265 -3.2130 -1.5689
N5 -2.7275 -4.5473 -1.6764
O9 -3.2050 -5.3431 -2.4586
O10 -1.9222 -4.7756 -0.7924
H13 -3.4662 -2.8771 -0.5327
H14 -4.4915 -3.3320 -1.7685
H15 -2.9118 -2.4280 -2.1228
C6 -3.4729 4.4670 -3.8788
N6 -2.7614 3.2413 -4.3957
O11 -2.4282 2.3710 -3.6040
O12 -2.5069 3.2046 -5.5928
H16 -2.8153 4.9377 -3.1480
H17 -4.4135 4.0220 -3.5541
H18 -3.7174 5.1120 -4.7228
C7 4.0418 -4.7181 1.3605
N7 4.4375 -4.0113 0.1203
O13 4.5702 -2.8328 0.2228
O14 4.6832 -4.6468 -0.8503
H19 4.5869 -4.2596 2.1856
H20 4.1541 -5.7989 1.2742
H21 2.9891 -4.4719 1.4992
C8 -5.6653 1.1486 1.7520
N8 -5.1241 2.4780 2.0584
O15 -5.7233 3.5132 1.7932
O16 -3.9746 2.4905 2.4528
H22 -6.7247 1.3888 1.8420
H23 -5.3696 0.3617 2.4459
H24 -5.4784 0.8033 0.7352
C9 1.0846 1.4116 0.5673
N9 0.7920 0.5871 1.7657
O17 -0.0806 -0.3280 1.7405
O18 1.5247 0.7734 2.7068
H25 0.5541 2.3614 0.6350
H26 0.8736 0.7437 -0.2678
H27 2.1425 1.6284 0.4194
C10 2.4244 8.4799 1.2160
N10 3.5074 7.4289 1.3918
O19 4.6562 7.8225 1.1503
O20 3.2273 6.3996 1.9466
H28 2.5572 9.0113 0.2736
H29 2.5486 9.1520 2.0651
H30 1.4637 8.0186 1.4446

- Energy above the lowest of the compared OMol25 structures with the same formula, charge and spin: 74.3 kcal per mole
- Max |F|: 3.82 eV Å⁻¹
- Electronic energy: -66676.9168 eV
- SMILES: C[N+](=O)[O-].C[N+](=O)[O-].C[N+](=O)[O-].C[N+](=O)[O-].C[N+](=O)[O-].C[N+](=O)[O-].C[N+](=O)[O-].C[N+](=O)[O-].C[N+](=O)[O-].C[N+](=O)[O-]
- Multiplicity: 1
- Charge: 0



No. 3
# C3H8FNS

A molecular structure, C3H8FNS in a non-equilibrium geometry (ωB97M-V/def2-TZVPD, OMol25).

Geometry (Å):
C1 1.0563 -0.3292 0.4544
C2 -0.3079 0.2450 -0.3888
C3 -1.5693 -0.6511 0.0604
H1 2.6106 -0.5925 -1.3258
H2 2.5397 1.1829 -0.4392
H3 0.7065 -1.5569 0.6628
H4 1.3213 0.1237 1.5662
H5 0.0133 -0.2232 -1.2952
H6 -2.0457 2.0494 0.2192
H7 -1.4563 -1.6734 -0.1934
H8 -1.7382 -0.4594 1.1601
N1 2.2609 0.1047 -0.2554
F1 -2.8579 -0.0836 -0.2483
S1 -0.5333 1.8638 0.0230

- Energy above the lowest of the compared OMol25 structures with the same formula, charge and spin: 107.1 kcal per mole
- Max |F|: 6.01 eV Å⁻¹
- Electronic energy: -18278.7536 eV
- Multiplicity: 1
- Charge: 0



No. 4
# C25H18Co2NO6S

A molecular structure, C25H18Co2NO6S in a non-equilibrium geometry (ωB97M-V/def2-TZVPD, OMol25).

Geometry (Å):
C1 0.9344 1.6394 4.3568
S1 1.1851 1.2936 2.5917
C2 2.5712 0.1397 2.7510
C3 -0.0961 0.2709 2.1077
C4 -1.4348 0.4570 2.6134
C5 -2.1385 -0.6775 3.1041
C6 -3.4329 -0.5704 3.5708
C7 -4.0648 0.6799 3.5678
C8 -5.4553 0.7482 3.9114
N1 -6.6079 0.7767 4.1285
C9 -3.3657 1.8287 3.1520
C10 -2.0531 1.7339 2.7044
H1 -0.0467 2.0892 4.5133
H2 1.0257 0.6958 4.8972
H3 1.7364 2.3239 4.6491
H4 2.6575 -0.4860 1.8595
H5 3.4669 0.7522 2.8862
H6 2.3770 -0.4522 3.6492
H7 0.2414 -0.7723 2.1541
H8 -1.6326 -1.6516 3.1241
H9 -3.9708 -1.4512 3.9288
H10 -3.8669 2.7998 3.1869
H11 -1.5318 2.6494 2.4025
O1 -2.3848 0.9729 -2.3964
C11 -1.3934 0.8912 -1.8037
Co1 0.1056 0.5000 -0.9874
C12 0.4560 2.0193 -0.0457
O2 0.3868 3.1092 0.3511
C13 -0.1785 -1.0398 -0.2644
O3 -0.3357 -2.0705 0.2557
C14 1.0276 -0.3491 -2.3984
C15 0.3717 -1.3607 -3.2270
C16 -0.0608 -2.6221 -2.7501
C17 -0.7661 -3.4929 -3.5721
C18 -0.9946 -3.1698 -4.9092
C19 -0.5249 -1.9462 -5.4066
C20 0.1431 -1.0406 -4.5764
C21 1.6552 0.8927 -2.7530
C22 1.5434 1.9911 -3.5305
Co2 2.5373 0.0574 -1.5207
C23 2.7520 -1.3981 -0.5374
O4 2.9846 -2.3180 0.1282
C24 3.0362 1.5611 -0.7416
O5 3.5074 2.4860 -0.2352
C25 4.0625 -0.0875 -2.3878
O6 5.1105 -0.1776 -2.8728
H12 0.1741 -2.9631 -1.7409
H13 -1.1073 -4.4497 -3.1505
H14 -1.5345 -3.8661 -5.5663
H15 -0.6605 -1.6779 -6.4563
H16 0.5020 -0.0728 -4.9480
H17 2.4097 2.6663 -3.5811
H18 0.6774 2.1384 -4.1862

- Energy above the lowest of the compared OMol25 structures with the same formula, charge and spin: 0.0 kcal per mole
- Max |F|: 5.22 eV Å⁻¹
- Electronic energy: -126076.6081 eV
- Multiplicity: 1
- Charge: -1



No. 5
# C31H41IN2O9P

2 unconnected molecules or ions with the total composition C31H41IN2O9P in a non-equilibrium geometry (ωB97M-V/def2-TZVPD, OMol25).

Geometry (Å):
C1 7.9344 1.2073 1.9994
O1 7.1959 1.5841 0.7678
C2 6.4977 0.3428 0.3697
C3 6.5440 0.2772 -1.2936
C4 5.2267 1.0992 -1.8224
C5 3.8218 0.1955 -1.7834
C6 2.6629 1.2031 -2.4475
N1 1.2443 0.7772 -2.1064
C7 0.9597 -0.7256 -2.3230
C8 -0.5146 -1.4260 -2.0542
C9 -1.7073 -0.4451 -1.5088
C10 -3.1902 -1.1064 -1.2446
O2 -4.3517 -0.6168 -1.7521
O3 -3.2842 -2.3366 -0.4409
C11 -3.3489 -2.0517 1.0037
C12 -1.9129 -2.3884 1.7864
C13 -2.0571 -2.2971 3.4328
I1 -1.2321 -4.4613 1.3571
C14 -1.3780 1.1796 -1.2800
P1 -2.8415 2.2146 -0.6304
N2 -3.8198 2.6527 -2.0991
O4 -2.3664 3.7295 0.0727
C15 0.1422 1.7454 -1.6259
C16 0.4784 3.3667 -1.4551
C17 1.2514 3.7002 -0.0095
C18 1.4996 2.3424 0.8711
O5 0.4412 4.7390 0.6350
C19 0.8476 5.0180 2.0159
C20 -0.3368 4.4191 2.9938
C21 -0.3681 2.9132 3.6549
C22 -1.6283 2.3595 4.5954
C23 -2.9017 3.3723 4.8689
C24 -2.8841 4.9053 4.2179
C25 -1.6188 5.4537 3.2772
H1 7.2256 0.5159 2.6477
H2 8.9163 0.6555 1.6377
H3 8.1704 2.2190 2.5606
H4 5.3695 0.4712 0.6563
H5 6.9862 -0.6415 0.7745
H6 7.4981 0.8703 -1.6952
H7 6.5184 -0.8209 -1.7087
H8 5.0333 2.0052 -1.0933
H9 5.3659 1.5220 -2.9237
H10 3.5156 -0.0664 -0.6624
H11 3.9780 -0.7794 -2.4330
H12 2.9558 2.2769 -2.0915
H13 2.7994 1.1715 -3.6240
H14 1.7990 -1.4715 -2.7290
H15 -0.7544 -2.5574 -2.2374
H16 -4.1352 -2.8119 1.4696
H17 -3.7433 -0.9747 1.2558
H18 -1.1011 -1.5853 1.4457
H19 -3.1316 -2.5396 3.8292
H20 -1.6999 -1.2522 3.8671
H21 -1.3172 -3.1108 3.8735
H22 -3.3157 2.3789 -2.9706
H23 -4.0770 3.6638 -2.0767
H24 -2.9064 4.5098 -0.2880
H25 -0.4426 4.0594 -1.6532
H26 1.2840 3.6584 -2.2871
H27 2.3083 4.1731 -0.2529
H28 2.1095 2.5362 1.8795
H29 0.5320 1.7671 1.1913
H30 2.1690 1.5533 0.2755
H31 1.9323 4.6920 2.3024
H32 0.8213 6.2054 2.1364
H33 0.5091 2.1549 3.4745
H34 -1.6122 1.2652 5.0387
H35 -3.8618 3.0719 5.4902
H36 -3.7740 5.6553 4.3681
H37 -1.6067 6.5306 2.7832
C26 -3.7965 -5.4467 -1.7753
C27 -4.6776 -6.3187 -1.2815
C28 -4.8852 -7.6509 -1.9139
O6 -5.6883 -8.4385 -1.4264
C29 -4.1074 -7.9692 -3.1215
C30 -3.2288 -7.0956 -3.6172
C31 -3.0015 -5.7751 -2.9687
O7 -2.1739 -5.0005 -3.4369
O8 -2.4965 -7.3873 -4.7533
O9 -5.4303 -6.0161 -0.1617
H38 -3.6339 -4.4759 -1.3243
H39 -4.2810 -8.9336 -3.5815
H40 -1.9317 -6.5991 -4.9091
H41 -5.9906 -6.8067 -0.0025

- Max |F|: 9.59 eV Å⁻¹
- Electronic energy: -71578.5913 eV
- Multiplicity: 1
- Charge: +1



No. 6
# C2H2Cl2N2S

A molecular structure, C2H2Cl2N2S in a non-equilibrium geometry (ωB97M-V/def2-TZVPD, OMol25).

Geometry (Å):
C1 0.4045 1.1262 -0.6302
C2 -0.7571 0.8506 -0.0759
N1 0.7886 -0.8296 0.8834
N2 -0.5087 -0.8413 0.7900
S1 1.7108 0.0135 -0.3894
Cl1 -2.2808 1.4459 0.0201
Cl2 -1.1980 -2.0236 -0.4533
H1 0.6271 1.9939 -1.2248
H2 1.2135 -1.7355 1.0802

- Energy above the lowest of the compared OMol25 structures with the same formula, charge and spin: 67.2 kcal per mole
- Max |F|: 4.48 eV Å⁻¹
- Electronic energy: -40962.2646 eV
- Multiplicity: 1
- Charge: 0



| no. | HOMO-LUMO gap (eV) | HOMO energy (eV) |
| --- | --- | --- |
| 1 | 11.1 | -10.085 |
| 2 | 10.7 | -10.931 |
| 3 | 9.3 | -8.607 |
| 4 | 5.1 | -3.104 |
| 5 | 5.5 | -10.549 |
| 6 | 8.5 | -8.427 |